1.
Density functional theory data (ωB97M-V with the def2-TZVPD basis set) for a single C20H29N3O5S molecule in a non-equilibrium geometry.

Atoms and positions in Å:
C  -2.049  -5.056  -1.209
C  -1.431  -3.708  -0.854
C  -2.425  -2.776  -0.150
C  -2.615  -3.147  1.317
C  -1.974  -1.296  -0.290
N  -2.891  -0.396  0.361
C  -3.543  0.577  -0.336
O  -3.538  0.650  -1.540
O  -4.189  1.376  0.521
C  -5.029  2.454  0.032
C  -4.192  3.460  -0.756
C  -5.583  3.094  1.305
C  -6.164  1.892  -0.824
C  -0.605  -1.116  0.263
N  -0.293  -0.758  1.469
N  1.052  -0.773  1.549
C  1.492  -1.132  0.390
S  3.206  -1.469  -0.070
O  3.395  -1.000  -1.409
O  3.399  -2.868  0.190
C  4.129  -0.463  1.131
C  3.924  0.960  0.752
C  2.948  1.729  1.376
C  2.726  3.028  0.957
C  3.463  3.563  -0.086
C  4.439  2.807  -0.722
C  5.244  3.365  -1.855
C  4.660  1.505  -0.290
O  0.496  -1.365  -0.477
H  -1.318  -5.677  -1.720
H  -2.379  -5.585  -0.318
H  -2.905  -4.921  -1.866
H  -1.081  -3.233  -1.773
H  -0.562  -3.870  -0.213
H  -3.391  -2.844  -0.660
H  -1.709  -2.954  1.887
H  -3.428  -2.574  1.756
H  -2.860  -4.202  1.407
H  -1.966  -1.028  -1.354
H  -2.825  -0.303  1.362
H  -3.365  3.817  -0.146
H  -3.793  2.995  -1.653
H  -4.811  4.306  -1.041
H  -4.767  3.458  1.924
H  -6.148  2.362  1.875
H  -6.233  3.925  1.049
H  -6.721  1.146  -0.262
H  -6.837  2.695  -1.110
H  -5.763  1.430  -1.721
H  5.164  -0.788  1.055
H  3.707  -0.722  2.097
H  2.366  1.306  2.181
H  1.969  3.626  1.443
H  3.277  4.577  -0.409
H  4.908  4.364  -2.119
H  6.297  3.412  -1.582
H  5.155  2.722  -2.729
H  5.409  0.903  -0.784

## Properties
DFT total energy = -1718.16531 hartree
HOMO level = -9.2538 eV
Orbital gap = 9.92 eV
SMILES string = CC[C@@H](C)[C@@H](NC(=O)OC(C)(C)C)c1nnc(S(=O)(=O)Cc2cccc(C)c2)o1

These are the Löwdin partial charges, in e, on atoms 1 to 2:
1 C -0.094
2 C -0.226



2.
Density functional theory data (ωB97M-V with the def2-TZVPD basis set) for a molecular structure, C5H16KN2O2P in a non-equilibrium geometry.

Atoms and positions in Å:
C  2.624  -0.928  0.719
N  1.703  -0.014  0.066
C  1.212  -0.450  -1.224
C  -0.232  -0.017  -1.439
O  -0.314  1.385  -1.599
P  -0.985  2.210  -0.231
O  -1.085  0.697  0.687
C  -1.198  -0.301  -0.311
C  -1.268  -1.730  0.221
N  -1.818  -1.857  1.573
H  3.161  -0.443  1.530
H  2.059  -1.747  1.166
H  3.356  -1.380  0.044
H  2.061  0.927  0.027
H  1.779  -0.034  -2.059
H  1.265  -1.535  -1.282
H  -0.576  -0.456  -2.378
H  -1.361  2.982  0.968
H  0.386  2.518  0.173
H  -0.942  3.476  -0.930
H  -2.330  2.077  -0.710
H  -2.168  -0.118  -0.794
H  -1.920  -2.282  -0.449
H  -0.292  -2.212  0.200
H  -1.128  -1.518  2.234
H  -2.609  -1.226  1.650
K  0.619  1.979  2.150

## Properties
DFT total energy = -1401.29843 hartree
HOMO level = -7.9305 eV
Orbital gap = 7.22 eV

These are the Löwdin partial charges, in e, on atoms 1 to 2:
1 C -0.126
2 N -0.131



The highest HOMO level belongs to which entry? C5H16KN2O2P